ORCA calculation (wB97M-V/def2-TZVPD) on a cluster of 6 separate species, C28H32Br4 in total.

Cartesian coordinates (Å):
Br  2.385  0.599  -5.330
Br  -3.906  2.948  2.896
Br  -2.109  0.133  -4.727
Br  -4.746  6.763  5.339
C  3.819  -1.470  0.785
C  0.184  0.646  4.911
C  1.228  -0.229  5.212
C  2.759  1.205  4.021
C  4.436  -1.973  -0.355
C  -1.920  -3.225  -2.616
C  4.580  -1.170  -1.482
C  3.396  -0.145  0.814
C  -0.313  -0.171  -5.365
C  -4.653  5.534  3.848
C  -0.544  -0.659  -0.829
C  -2.156  0.651  0.336
C  4.097  0.128  -1.478
C  0.644  0.550  -4.468
C  -1.257  -3.824  -5.255
C  2.498  0.027  4.711
C  -2.580  -3.781  -4.859
C  -0.356  -0.374  1.545
C  -0.260  -3.622  -4.311
C  3.532  0.646  -0.316
C  -2.916  -3.436  -3.556
C  -4.211  4.189  4.361
C  -0.595  -3.347  -2.993
C  0.468  1.850  4.275
C  -1.461  0.451  1.527
C  0.136  -0.900  0.371
C  1.757  2.164  3.866
C  -1.684  0.131  -0.856
H  -3.002  1.331  0.309
H  3.280  -0.705  4.874
H  0.796  0.031  -3.526
H  5.051  -1.578  -2.368
H  4.796  -2.994  -0.384
H  0.355  1.575  -4.276
H  -1.009  -4.039  -6.288
H  -0.264  0.209  -6.383
H  -2.211  0.300  -1.785
H  -0.131  -1.239  -5.428
H  0.176  -0.516  2.480
H  -5.626  5.482  3.363
H  -0.356  2.528  4.074
H  2.877  0.208  1.695
H  0.207  -3.199  -2.279
H  -4.954  3.725  5.002
H  -3.284  4.254  4.923
H  -3.372  -3.969  -5.574
H  -0.848  0.424  5.153
H  0.790  -3.688  -4.569
H  3.590  -2.117  1.623
H  -3.974  -3.358  -3.339
H  -1.804  1.031  2.373
H  4.184  0.793  -2.328
H  0.863  -1.699  0.286
H  1.014  -1.131  5.771
H  -3.972  5.954  3.113
H  1.984  3.135  3.448
H  3.164  1.665  -0.297
H  -2.175  -3.023  -1.582
H  -0.150  -1.080  -1.747
H  3.755  1.404  3.646

Summary:
2S+1 = 1


ORCA calculation (wB97M-V/def2-TZVPD) on a cluster of 2 separate species, C2H7BrOSi in total.

Cartesian coordinates (Å):
Br  -1.057  1.140  1.656
Si  -1.815  -0.916  1.888
O  1.138  -0.549  -0.052
C  1.328  -0.413  -1.242
C  0.867  0.751  -1.958
H  -2.102  -1.468  0.535
H  0.236  1.489  -1.360
H  1.769  1.281  -2.306
H  0.454  0.509  -2.875
H  1.818  -1.267  -1.722
H  -3.032  -1.082  2.672
H  -0.963  -1.744  2.587

Summary:
ΔE to the lowest compared entry with this formula, charge and spin = 9.1 kcal/mol
2S+1 = 1


ORCA calculation (wB97M-V/def2-TZVPD) on a cluster of 2 separate species, C2H6N2 in total.

Cartesian coordinates (Å):
N  4.035  0.981  -0.723
N  -4.393  -1.246  0.550
C  -4.446  -0.136  -0.057
C  4.633  0.253  0.128
H  5.347  0.718  0.819
H  -4.831  0.772  0.469
H  -3.845  -1.248  1.407
H  4.499  -0.831  0.202
H  4.641  1.762  -0.975
H  -4.239  -0.034  -1.128

Summary:
ΔE to the lowest compared entry with this formula, charge and spin = 87.7 kcal/mol
2S+1 = 1


ORCA calculation (wB97M-V/def2-TZVPD) on a cluster of 14 separate species, C5H37NO13S2 in total.

Cartesian coordinates (Å):
S  3.355  -1.085  -0.093
S  -3.744  -0.657  1.933
O  0.829  -1.621  -2.599
O  -1.052  -3.274  3.651
O  0.666  2.693  -3.027
O  -2.366  -1.041  -1.580
O  -1.268  -0.819  -4.155
O  -3.295  2.891  -0.226
O  0.821  -2.294  2.228
O  0.174  3.674  0.052
O  -1.564  -3.558  -2.418
O  2.693  -0.693  3.461
O  3.013  0.083  -2.763
O  0.093  0.801  4.847
O  -2.726  1.701  -3.142
N  1.286  1.064  1.080
C  -1.152  0.596  1.357
C  3.654  0.672  0.149
C  2.316  1.425  0.129
C  0.132  0.351  0.470
C  -1.916  -0.708  1.511
H  -3.709  3.032  0.630
H  -0.236  2.344  -3.156
H  2.644  2.437  0.484
H  1.093  1.881  -2.726
H  3.392  -0.754  -2.382
H  -1.572  1.540  1.012
H  -2.227  -3.439  -3.116
H  -2.597  2.242  -0.050
H  -1.288  -2.424  4.035
H  0.040  0.762  -0.549
H  1.028  -1.827  -1.677
H  0.480  3.122  0.779
H  3.011  -0.810  2.547
H  1.992  1.439  -0.937
H  2.896  0.674  -2.030
H  -2.048  -0.531  -3.674
H  -1.870  -1.384  0.633
H  1.373  -1.989  1.485
H  -0.673  -1.014  -3.400
H  -3.131  2.403  -2.616
H  -0.069  2.989  -0.586
H  -3.024  -1.738  -1.492
H  -1.632  -1.345  2.312
H  1.632  -1.222  -2.970
H  4.209  0.736  1.076
H  1.007  -3.218  2.405
H  4.171  1.065  -0.724
H  -0.817  0.829  2.375
H  -1.728  -3.421  2.971
H  2.089  -1.460  3.388
H  1.465  0.704  2.002
H  -3.158  0.905  -2.807
H  -2.303  -0.604  -0.708
H  0.704  1.266  4.268
H  0.284  -0.671  0.140
H  -0.134  -0.072  4.531
H  -1.245  -2.648  -2.341

Summary:
2S+1 = 1
Charge = -2


ORCA calculation (wB97M-V/def2-TZVPD) on a structure of composition C39H53N12O2RbS3.

Cartesian coordinates (Å):
Rb  0.089  -1.400  -1.391
S  2.256  0.055  -3.435
S  0.030  -4.303  0.090
S  3.551  -0.561  -0.783
O  -5.147  1.626  3.431
O  -2.200  -1.487  -5.900
N  5.269  -0.687  3.263
N  -0.243  -0.462  -5.514
N  -2.922  -0.219  -1.687
N  -4.373  -0.328  -3.562
N  1.381  -2.607  1.736
N  -0.234  -4.016  2.720
N  1.113  2.305  -0.095
N  4.318  2.930  -4.527
N  0.262  3.235  -1.990
N  5.932  2.092  -0.604
N  -0.874  1.389  -0.896
N  -3.810  -2.271  -2.427
C  -3.262  1.130  -1.395
C  -5.704  -0.834  -3.901
C  -4.804  2.938  -0.887
C  0.991  1.610  1.145
C  -0.313  -3.573  4.052
C  5.230  1.809  -1.484
C  -0.386  2.929  -3.239
C  1.252  1.306  4.933
C  1.940  0.331  4.139
C  -1.167  -4.221  4.971
C  -0.423  -2.720  6.731
C  3.717  0.459  5.740
C  -5.774  1.364  2.534
C  5.985  -1.815  2.639
C  0.495  -2.524  4.523
C  4.314  1.387  -2.483
C  0.123  2.285  -0.977
C  3.212  -0.087  4.579
C  -1.230  -3.780  6.299
C  -1.003  -1.316  -6.187
C  4.276  2.149  -3.651
C  3.944  -1.076  3.722
C  2.416  2.813  -0.524
C  5.216  0.447  2.329
C  0.462  -3.493  1.582
C  -2.200  1.934  -0.938
C  3.469  0.290  -2.267
C  -3.878  0.807  -4.255
C  3.049  1.458  6.516
C  -4.553  1.645  -1.272
C  -3.651  -0.889  -2.536
C  -2.482  3.193  -0.389
C  1.801  1.823  6.079
C  -0.386  -2.183  -7.221
C  0.574  4.675  -1.657
C  0.483  -2.126  5.839
C  -3.375  -2.950  -1.204
C  -3.808  -3.196  -3.569
C  -3.766  3.702  -0.398
H  -0.296  5.237  -2.065
H  1.521  -0.131  3.363
H  -3.991  4.669  -0.007
H  1.363  2.704  6.583
H  -0.440  1.796  -3.299
H  3.179  2.117  -0.255
H  -4.450  1.674  -3.994
H  4.054  -1.952  4.411
H  -3.402  -2.291  -0.326
H  -1.800  -5.037  4.624
H  -0.508  -2.301  7.731
H  -2.965  -3.845  -3.580
H  0.477  -1.727  -7.749
H  3.582  1.897  7.329
H  0.271  1.623  4.672
H  -0.040  -3.115  -6.736
H  -2.819  0.942  -3.952
H  2.399  3.007  -1.566
H  -0.752  0.074  -4.813
H  -2.361  -3.331  -1.217
H  -4.061  -3.736  -1.056
H  1.022  -1.247  6.195
H  -1.976  -4.223  7.047
H  2.646  3.722  -0.010
H  -4.674  -3.868  -3.552
H  1.326  0.546  1.034
H  -6.387  0.025  -3.976
H  4.740  0.147  6.091
H  6.924  -1.452  2.164
H  -1.121  -2.408  -7.960
H  1.161  -2.091  3.836
H  6.197  0.739  1.955
H  1.601  2.157  1.872
H  1.792  -2.574  0.822
H  -3.909  0.626  -5.357
H  4.468  0.262  1.468
H  3.294  -1.354  2.841
H  6.121  -2.628  3.384
H  -5.782  3.368  -0.909
H  1.433  4.953  -2.249
H  -1.385  3.321  -3.368
H  -5.621  -1.308  -4.899
H  -0.007  1.518  1.483
H  -0.932  -4.718  2.423
H  -6.097  -1.567  -3.178
H  5.455  -2.289  1.775
H  0.787  4.742  -0.607
H  0.222  3.235  -4.159
H  0.763  -0.401  -5.536
H  -1.610  3.787  -0.025
H  -3.874  -2.611  -4.499
H  4.757  1.275  2.900
H  -5.474  1.050  -1.452

Summary:
ΔE to the lowest compared entry with this formula, charge and spin = 7.1 kcal/mol
2S+1 = 1
Charge = -2


ORCA calculation (wB97M-V/def2-TZVPD) on a structure of composition C27H41Cl3N3O3ScSi.

Cartesian coordinates (Å):
Sc  0.593  2.042  0.715
Cl  -1.796  2.578  0.820
Cl  1.586  4.012  -0.190
Cl  -0.136  0.819  -1.201
Si  -0.484  2.132  -3.115
O  0.682  2.865  2.685
O  -0.582  -1.444  -2.701
O  2.385  0.840  0.293
N  0.023  -0.089  1.597
N  0.131  5.093  2.861
N  2.974  -0.974  -0.990
C  -0.108  -2.962  -0.077
C  -0.022  -1.091  6.871
C  -0.162  3.790  2.878
C  2.567  -0.393  0.145
C  -1.442  3.575  -2.373
C  1.188  -1.162  6.170
C  -2.023  -2.326  -4.443
C  1.201  2.765  -3.606
C  -1.627  -1.964  -1.888
C  -0.542  -3.910  -3.078
C  0.008  -0.742  4.103
C  -1.209  -0.703  4.793
C  -0.360  -4.863  -4.171
C  -1.091  -3.969  1.897
C  3.042  -0.267  -2.272
C  1.500  5.561  3.080
C  0.035  -3.678  1.116
C  -1.152  -2.665  -3.257
C  -1.466  1.349  -4.483
C  0.027  -0.429  2.724
C  3.249  -2.407  -1.031
C  1.211  -0.980  4.788
C  -1.380  -2.571  -0.562
C  -2.509  -2.919  0.227
C  -1.222  -0.882  6.176
C  -2.362  -3.613  1.427
C  -0.912  6.076  2.579
H  0.135  -5.773  -3.834
H  3.176  -2.804  -0.013
H  2.532  -2.933  -1.682
H  1.717  6.349  2.343
H  -2.231  0.655  -4.107
H  -1.812  4.236  -3.172
H  4.255  -2.594  -1.426
H  -3.244  -3.848  2.020
H  -2.582  -1.421  -2.025
H  3.817  -0.748  -2.883
H  -0.809  0.821  -5.192
H  -0.391  -4.261  -2.059
H  -1.640  -1.518  -5.077
H  1.991  2.012  -3.568
H  2.195  4.721  2.974
H  2.143  -0.992  4.218
H  1.139  3.134  -4.640
H  -1.742  5.561  2.074
H  3.277  0.793  -2.121
H  -0.982  -4.473  2.866
H  -1.323  -5.196  -4.571
H  -2.123  -0.508  4.227
H  0.779  -2.718  -0.662
H  -2.227  -3.203  -5.055
H  2.085  -0.354  -2.820
H  -2.173  -0.842  6.709
H  1.028  -3.968  1.473
H  -2.302  3.235  -1.782
H  -0.813  4.177  -1.703
H  -2.996  -2.027  -4.037
H  1.524  3.606  -2.976
H  -1.278  6.534  3.514
H  1.575  5.997  4.091
H  -1.234  3.578  3.013
H  -1.984  2.152  -5.040
H  2.397  -1.108  0.973
H  0.209  -4.422  -5.002
H  -0.032  -1.196  7.960
H  2.126  -1.348  6.699
H  -3.501  -2.670  -0.152
H  -0.497  6.871  1.935

Summary:
2S+1 = 1


Ordered frontier orbital gap results: 0.353, 0.389, 0.361, 0.222, 0.197, 0.105; unit Eh.
Ordered E results: -309725.051, -82154.746, -5148.115, -55564.227, -96441.813, -105425.441; unit eV.